Entry 1:
Computed, not measured: C8H36F3FeN14O14S as an isolated structure at a distorted geometry, with wB97M-V/def2-TZVPD.

Output
**HOMO level (alpha / beta)**: -13.3 / -13.3 eV
**Expectation value of S²**: 8.76
**M**: 697.37 g mol⁻¹
**HOMO-LUMO gap (alpha / beta)**: 8.624 / 3.346 eV

```
! wB97M-V def2-TZVPD RIJCOSX def2/J DEFGRID3
* xyz 2 6
Fe 14.571 34.336 18.590
C 10.758 31.859 18.393
F 9.550 31.426 18.693
F 11.495 30.813 18.012
F 10.634 32.886 17.492
S 11.841 32.751 19.758
O 12.831 33.664 19.175
O 10.984 33.670 20.555
O 12.407 31.662 20.588
O 13.630 35.677 17.506
H 12.755 36.046 17.391
H 14.147 36.057 16.796
O 6.914 29.996 18.459
H 7.798 30.249 18.724
H 6.834 29.081 18.730
O 15.294 33.349 20.246
H 15.220 33.419 21.197
H 15.812 32.556 20.103
O 14.622 30.849 19.206
H 13.780 30.892 19.659
H 14.488 30.207 18.509
C 12.203 27.254 21.681
O 11.513 27.042 20.745
N 12.772 28.457 22.068
N 12.525 26.347 22.522
H 12.501 29.144 21.379
H 13.637 28.090 22.437
H 13.058 26.582 23.347
H 12.388 25.383 22.252
C 13.313 36.399 20.845
O 13.975 35.654 20.161
N 13.704 37.532 21.325
N 12.105 36.116 21.291
H 13.157 38.239 21.795
H 14.712 37.601 21.332
H 11.658 36.727 21.960
H 11.751 35.178 21.172
C 11.925 31.239 24.505
O 10.897 31.828 24.819
N 12.655 30.601 25.351
N 12.392 31.083 23.331
H 13.315 30.012 24.862
H 12.319 30.603 26.303
H 11.989 31.690 22.631
H 13.042 30.340 23.117
C 7.914 33.121 22.472
O 7.221 32.819 23.404
N 9.082 33.598 22.679
N 7.600 33.046 21.215
H 9.427 33.435 23.614
H 9.657 33.857 21.891
H 6.709 32.698 20.892
H 8.309 33.283 20.535
C 9.911 35.992 17.873
O 11.037 35.757 17.758
N 9.278 36.279 18.910
N 9.093 35.816 16.883
H 8.287 36.472 18.935
H 9.732 36.472 19.792
H 9.490 35.581 15.985
H 8.093 35.915 16.979
C 13.469 32.635 15.860
O 13.826 33.209 16.870
N 14.005 31.451 15.593
N 12.846 33.193 14.929
H 13.781 30.992 14.721
H 14.312 31.084 16.482
H 12.671 32.655 14.092
H 12.304 34.035 15.065
C 8.335 29.620 14.965
O 9.531 29.649 15.022
N 7.666 28.961 14.038
N 7.545 30.410 15.562
H 6.660 29.040 13.993
H 8.124 28.458 13.291
H 6.582 30.485 15.266
H 7.808 30.590 16.520
*
```

***

Entry 2:
Computed, not measured: a 10-piece molecular cluster, C8H36N16O10 overall at a distorted geometry, with wB97M-V/def2-TZVPD.

Output
**SMILES string**: NC(N)=O.NC(N)=O.NC(N)=O.NC(N)=O.NC(N)=O.NC(N)=O.NC(N)=O.NC(N)=O.O.O
**Energy above the lowest of the compared OMol25 structures with the same formula, charge and spin**: 35.8 kcal per mole
**HOMO level**: -9.1 eV
**M**: 516.48 g mol⁻¹
**HOMO-LUMO gap**: 9.524 eV

```
! wB97M-V def2-TZVPD RIJCOSX def2/J DEFGRID3
* xyz 0 1
O -3.486 0.267 -0.227
H -3.481 -0.055 0.680
H -3.436 -0.535 -0.779
O -2.954 2.906 -0.076
H -2.840 1.940 -0.132
H -3.867 3.023 0.199
C -2.736 -1.740 -3.230
O -2.915 -1.763 -2.007
N -1.809 -0.899 -3.763
N -3.394 -2.473 -4.135
H -1.525 -0.225 -3.071
H -1.533 -0.864 -4.724
H -4.114 -3.104 -3.833
H -3.309 -2.177 -5.089
C -3.225 2.708 -4.167
O -2.309 2.896 -4.977
N -2.992 2.459 -2.861
N -4.543 2.904 -4.400
H -2.092 2.556 -2.419
H -3.751 2.302 -2.228
H -5.162 2.962 -3.618
H -4.806 3.314 -5.281
C 1.462 -3.701 4.467
O 1.283 -3.413 5.650
N 1.403 -2.776 3.476
N 1.674 -4.969 4.016
H 1.599 -1.821 3.707
H 1.482 -3.248 2.595
H 1.808 -5.666 4.725
H 1.894 -5.120 3.050
C 1.557 1.940 3.820
O 1.928 2.541 2.811
N 1.576 2.426 5.084
N 0.886 0.757 3.727
H 1.211 1.842 5.813
H 1.780 3.392 5.255
H 0.612 0.346 4.604
H 0.566 0.300 2.874
C 0.616 0.331 0.290
O 0.737 -0.411 1.278
N 1.527 1.261 -0.042
N -0.390 0.283 -0.603
H 1.159 1.838 -0.784
H 2.234 1.562 0.602
H -1.080 -0.446 -0.548
H -0.499 1.096 -1.189
C 4.936 -1.109 2.353
O 4.804 -2.141 3.021
N 6.100 -0.808 1.721
N 3.951 -0.211 2.263
H 6.934 -1.318 1.940
H 6.182 0.055 1.215
H 4.140 0.665 1.802
H 3.017 -0.190 2.634
C -0.480 -4.047 -0.509
O 0.028 -3.658 -1.557
N -0.527 -3.255 0.591
N -0.909 -5.326 -0.345
H -0.181 -2.310 0.522
H -1.212 -3.527 1.276
H -1.353 -5.673 0.486
H -0.310 -5.953 -0.859
C 0.633 3.856 -2.572
O -0.027 2.893 -2.193
N 1.674 3.779 -3.431
N 0.546 5.097 -2.000
H 2.135 4.595 -3.784
H 1.983 2.861 -3.698
H -0.102 5.240 -1.246
H 1.294 5.740 -2.169
*
```

***

Entry 3:
Computed, not measured: a 12-piece molecular cluster, C8H36O11 overall at a distorted geometry, with wB97M-V/def2-TZVPD.

Output
**Energy above the lowest of the compared OMol25 structures with the same formula, charge and spin**: 146.8 kcal per mole
**HOMO level (alpha / beta)**: -12.9 / -12.9 eV
**Expectation value of S²**: 0.75
**M**: 308.37 g mol⁻¹
**HOMO-LUMO gap (alpha / beta)**: 8.928 / 4.862 eV

```
! wB97M-V def2-TZVPD RIJCOSX def2/J DEFGRID3
* xyz 1 2
C -2.696 -1.218 1.211
C -2.760 -0.737 -0.339
C -1.311 -0.375 -0.620
C -0.782 -0.215 -2.061
C -0.265 -1.240 -2.747
C -1.098 1.167 -2.648
C -0.249 2.220 -2.023
C 1.029 2.195 -1.736
H -2.186 -2.239 1.344
H -2.190 -0.468 1.881
H -3.740 -1.256 1.707
H -3.139 -1.623 -0.855
H -3.450 0.157 -0.239
H -1.015 0.525 -0.086
H -0.688 -1.189 -0.241
H 0.176 -2.141 -2.309
H -0.149 -1.288 -3.786
H -2.302 1.197 -2.476
H -1.102 1.317 -3.708
H -0.734 3.085 -1.792
H 1.489 3.163 -1.398
H 1.671 1.253 -1.711
H 3.997 1.349 1.962
H 3.493 0.525 0.873
O 3.223 1.255 1.477
H 0.866 4.409 0.486
H 0.280 3.082 0.564
O -0.018 3.940 0.304
H -0.302 -1.817 2.579
H -0.062 -3.395 2.580
O -0.063 -2.759 2.008
H 2.473 -1.080 1.224
H 1.432 -2.261 1.023
O 2.360 -2.040 0.800
H 1.775 2.814 3.765
H 1.720 1.702 2.607
O 1.198 2.240 3.160
H -1.532 -4.237 -1.859
H -2.084 -3.420 -0.406
O -2.171 -3.623 -1.412
H -0.901 3.781 2.527
H -0.322 2.680 2.984
O -1.243 3.093 3.111
H -0.148 0.717 4.060
H -0.758 0.412 2.674
O -0.319 0.066 3.393
H -2.813 -1.519 -3.443
H -3.945 -1.146 -2.317
O -3.501 -0.806 -3.034
H 3.082 -0.613 -1.502
H 2.930 -1.505 -2.885
O 3.355 -0.886 -2.333
H 5.045 -0.790 -0.623
H 3.975 -1.674 0.140
O 4.470 -0.785 0.145
*
```

***

Entry 4:
Computed, not measured: a 13-piece molecular cluster, C8H42O17 overall at a distorted geometry, with wB97M-V/def2-TZVPD.

Output
**Energy above the lowest of the compared OMol25 structures with the same formula, charge and spin**: 9.5 kcal per mole
**HOMO level**: -9.3 eV
**M**: 410.41 g mol⁻¹
**HOMO-LUMO gap**: 8.518 eV

```
! wB97M-V def2-TZVPD RIJCOSX def2/J DEFGRID3
* xyz 0 1
O 2.817 3.377 0.448
H 2.832 2.867 1.257
H 3.733 3.424 0.176
O -3.950 -0.893 -2.046
H -4.135 -1.382 -1.244
H -3.065 -0.550 -1.919
O 1.584 -0.011 3.942
H 1.343 -0.804 3.463
H 2.231 -0.306 4.584
O 1.021 -3.192 2.176
H 0.324 -3.343 1.538
H 0.729 -3.652 2.964
O 3.459 -2.746 0.932
H 3.639 -3.624 0.597
H 2.581 -2.808 1.308
O -1.497 -3.124 0.803
H -2.011 -2.670 1.472
H -2.058 -3.845 0.519
O 1.722 0.489 -3.450
H 1.795 -0.083 -2.686
H 2.047 -0.040 -4.178
O -1.609 0.176 2.440
H -1.910 -0.061 1.563
H -2.085 -0.414 3.025
O 4.458 -0.855 2.630
H 4.429 -1.337 3.456
H 4.516 -1.534 1.958
C 1.433 -3.946 -1.732
C 0.208 -3.489 -2.612
O 0.310 -4.145 -3.861
O 1.513 -5.311 -1.314
H 1.307 -3.416 -0.788
H 2.377 -3.520 -2.071
H 0.271 -2.408 -2.731
H -0.694 -3.859 -2.124
H -0.414 -3.810 -4.397
H 0.613 -5.543 -1.077
C 1.038 0.297 -0.075
C -0.314 0.354 -0.758
O -1.372 -0.452 -0.130
O 1.694 -0.942 -0.382
H 0.977 0.430 1.005
H 1.542 1.150 -0.530
H -0.383 0.064 -1.806
H -0.784 1.337 -0.715
H -1.139 -1.376 -0.250
H 2.130 -1.227 0.424
C -3.024 1.948 -2.637
C -3.418 3.360 -3.155
O -2.528 4.256 -2.587
O -1.894 1.436 -3.360
H -3.957 1.390 -2.712
H -2.867 1.989 -1.559
H -4.425 3.667 -2.873
H -3.567 3.305 -4.233
H -2.799 4.247 -1.666
H -1.120 2.002 -3.310
C -0.784 3.436 3.165
C -0.150 4.837 3.005
O 1.216 4.662 2.502
O -1.107 2.778 1.984
H -1.734 3.608 3.671
H -0.202 2.811 3.842
H -0.105 5.284 3.998
H -0.647 5.498 2.295
H 1.096 4.378 1.592
H -1.237 1.861 2.237
*
```

***

Entry 5:
Computed, not measured: C8H44B6O4PbZr as an isolated structure at a distorted geometry, with wB97M-V/def2-TZVPD.

Output
**HOMO level (alpha / beta)**: -12.9 / -12.7 eV
**Expectation value of S²**: 0.75
**M**: 567.73 g mol⁻¹
**HOMO-LUMO gap (alpha / beta)**: 9.020 / 4.563 eV

```
! wB97M-V def2-TZVPD RIJCOSX def2/J DEFGRID3
* xyz 1 2
Pb -1.234 -0.466 -0.529
Zr 3.662 -1.068 0.482
B 3.155 -2.458 2.250
H 2.961 -2.880 1.276
H 2.496 -2.952 2.947
H 4.185 -2.568 2.552
H 2.891 -1.411 2.248
B -0.598 -1.674 -2.756
H -0.164 -2.325 -2.012
H -1.624 -1.433 -2.526
H 0.014 -0.801 -2.920
H -0.627 -2.223 -3.684
B 3.690 0.367 -1.348
H 3.750 0.831 -2.320
H 3.062 -0.508 -1.414
H 4.705 0.046 -1.172
H 3.431 0.997 -0.511
B 2.362 -3.166 -1.290
H 2.037 -2.419 -1.998
H 3.083 -2.726 -0.619
H 1.578 -3.473 -0.614
H 2.782 -4.001 -1.829
B 1.355 -0.317 0.532
H 1.147 -0.079 -0.500
H 0.430 -0.234 1.080
H 1.678 -1.347 0.558
H 2.116 0.326 0.946
B 4.910 0.290 1.812
H 3.877 0.593 1.889
H 5.106 0.466 0.766
H 5.554 0.824 2.495
H 4.958 -0.760 2.053
C -1.891 1.625 -3.501
O -2.182 1.418 -2.126
C -2.631 2.649 -1.566
C -1.409 3.161 -0.778
O -0.794 2.129 -0.054
C 0.139 2.617 0.919
H -1.020 2.275 -3.585
H -2.728 2.091 -4.021
H -1.557 0.721 -4.010
H -3.465 2.546 -0.871
H -2.900 3.390 -2.319
H -1.803 4.045 -0.277
H -0.678 3.325 -1.570
H 1.057 2.939 0.426
H 0.389 1.929 1.726
H -0.400 3.484 1.301
C -1.523 -0.752 2.870
O -1.883 0.253 1.934
C -3.098 0.978 2.239
C -4.173 0.155 1.560
O -3.804 -0.219 0.175
C -4.854 -0.899 -0.503
H -2.364 -1.430 3.014
H -1.369 -0.334 3.865
H -0.671 -1.323 2.501
H -3.123 2.018 1.914
H -3.110 1.172 3.312
H -5.070 0.753 1.402
H -4.435 -0.711 2.167
H -5.782 -0.328 -0.491
H -5.023 -1.857 -0.011
H -4.567 -1.272 -1.486
*
```

***

Entry 6:
Computed, not measured: one molecule with the formula C8H4N2 at a distorted geometry, with wB97M-V/def2-TZVPD.

Output
**SMILES string**: N#Cc1ccccc1C#N
**Energy above the lowest of the compared OMol25 structures with the same formula, charge and spin**: 56.3 kcal per mole
**HOMO level**: -10.1 eV
**M**: 128.13 g mol⁻¹
**HOMO-LUMO gap**: 9.073 eV

```
! wB97M-V def2-TZVPD RIJCOSX def2/J DEFGRID3
* xyz 0 1
C 2.101 -0.949 0.366
C 0.801 -0.525 0.208
C 0.411 -0.818 -1.246
C -0.749 -0.194 -1.614
C -1.632 0.469 -0.759
C -1.262 0.671 0.554
C 0.001 0.147 1.097
C 0.553 0.934 2.278
H 0.852 -1.663 -1.900
H -1.191 -0.568 -2.527
H -2.487 0.847 -1.082
H -2.099 1.039 1.168
N 3.319 -0.951 0.385
N 1.384 1.561 3.071
*
```

***

Number 1: energy -4107.42224 Ha. Number 2: energy -1955.24675 Ha. Number 3: energy -1153.52870 Ha. Number 4: energy -1608.96516 Ha. Number 5: energy -1020.16279 Ha. Number 6: energy -416.62210 Ha.